# 1
Entry from the Open Molecules 2025 dataset: C24H32N6O2 in the gas phase at a distorted geometry (wB97M-V/def2-TZVPD).

Last column: Mulliken charge in e.
Element x y z (Å)
C  0.1287  2.8631  -8.2536  -1.46
H  0.1647  2.1439  -9.0679  0.35
H  1.0184  3.4867  -8.3063  0.34
H  -0.7429  3.4967  -8.4023  0.43
C  0.0434  2.1648  -6.9008  -0.54
H  -0.8479  1.5354  -6.8807  0.21
H  -0.0592  2.9222  -6.1223  0.32
C  1.2920  1.3362  -6.5819  -0.25
N  1.3943  1.0397  -5.1561  0.32
C  2.6720  0.4080  -4.8748  -0.70
C  2.8841  -0.8929  -5.6593  -0.54
C  2.7395  -0.6251  -7.1549  -0.86
C  1.4061  0.0646  -7.4379  -0.43
H  0.5831  -0.6139  -7.2000  0.18
H  1.3381  0.3164  -8.4967  0.35
H  2.8083  -1.5597  -7.7174  0.40
H  3.5547  0.0247  -7.4846  0.29
H  2.1413  -1.6320  -5.3488  0.26
H  3.8724  -1.2976  -5.4369  0.43
H  2.7512  0.2223  -3.8029  0.14
H  3.4559  1.1217  -5.1485  0.43
C  0.2528  0.3705  -4.5516  -0.86
H  0.5820  -0.5144  -3.9982  0.44
C  -0.4754  1.3029  -3.5727  -0.71
C  0.3403  1.5442  -2.3032  -1.00
N  0.3727  0.3601  -1.4744  0.06
C  1.4868  -0.3228  -1.1872  0.90
O  2.6052  -0.0239  -1.5492  -0.69
C  1.2227  -1.5816  -0.3331  -1.34
N  0.7412  -1.2681  0.9972  0.93
N  1.6832  -1.2883  1.9551  -1.05
C  1.3905  -1.0493  3.1770  0.92
N  0.0909  -0.7806  3.5346  0.99
N  -0.3620  -0.5407  4.7513  -1.70
C  -1.6774  -0.3510  4.6334  0.45
C  -2.0751  -0.4731  3.2839  -0.88
C  -0.9141  -0.7524  2.5939  0.38
C  -0.5916  -0.9920  1.2047  0.43
O  -1.3903  -0.9617  0.2777  -0.79
H  -3.0530  -0.3767  2.8634  0.48
C  -2.5014  -0.0674  5.7969  0.89
C  -1.9081  0.0195  7.0568  -0.33
C  -2.6753  0.2840  8.1737  -0.65
C  -4.0439  0.4656  8.0515  -0.38
C  -4.6409  0.3814  6.8045  -0.71
C  -3.8784  0.1170  5.6825  -0.50
H  -4.3550  0.0530  4.7165  0.30
H  -5.7074  0.5225  6.7061  0.38
H  -4.6438  0.6721  8.9255  0.39
H  -2.2070  0.3491  9.1449  0.38
H  -0.8420  -0.1245  7.1358  0.44
C  2.4249  -1.0626  4.2405  -1.17
H  2.1706  -1.8094  4.9905  0.28
H  3.3919  -1.2846  3.8025  0.38
H  2.4517  -0.0935  4.7356  0.29
H  2.1634  -2.1207  -0.2203  0.32
H  0.4740  -2.2031  -0.8324  0.38
H  -0.5167  0.0003  -1.1404  0.33
H  1.3679  1.7994  -2.5653  0.40
H  -0.0997  2.3652  -1.7267  0.33
H  -1.4384  0.8639  -3.3007  0.42
H  -0.6592  2.2605  -4.0566  0.25
H  -0.4620  0.0321  -5.3082  0.46
H  2.1639  1.9664  -6.8056  0.50

Force components x, y, z for each atom (eV/Å):
C -0.098 -0.136 0.165
H 0.013 -0.020 -0.137
H 0.091 0.089 -0.050
H -0.041 0.070 -0.094
C 0.317 0.040 -0.072
H -0.075 -0.037 0.095
H -0.058 -0.020 0.058
C -0.426 -0.007 -0.180
N 0.175 0.142 0.049
C 0.153 -0.354 0.126
C 0.094 0.309 -0.083
C -0.197 -0.228 0.079
C 0.291 0.262 0.044
H -0.108 -0.012 -0.014
H -0.083 -0.017 -0.061
H 0.076 0.048 -0.045
H 0.062 0.007 -0.054
H -0.013 -0.079 0.050
H 0.012 -0.077 0.057
H 0.049 0.082 -0.052
H 0.066 -0.011 0.039
C -0.291 0.322 0.141
H -0.019 -0.070 -0.088
C 0.236 -0.218 0.035
C -0.058 0.227 -0.195
N -0.498 0.195 -0.143
C -0.231 -0.520 0.391
O 0.443 0.026 -0.077
C 0.204 0.010 -0.485
N -0.769 0.093 0.091
N 0.795 0.005 0.585
C 0.444 -0.118 -0.148
N -0.945 0.032 -0.930
N 0.147 0.084 0.777
C 0.449 -0.185 -0.839
C 0.421 -0.091 -0.181
C -0.320 0.154 0.688
C 0.339 -0.151 -0.350
O -0.269 -0.042 0.166
H -0.202 0.018 -0.127
C -0.246 0.113 0.559
C -0.038 -0.017 -0.172
C -0.011 0.012 0.077
C -0.042 0.010 0.027
C -0.106 0.025 0.058
C 0.244 -0.040 -0.038
H -0.051 -0.008 -0.105
H -0.071 0.009 -0.011
H -0.045 0.015 0.063
H 0.040 0.004 0.065
H 0.089 -0.005 0.055
C -0.039 0.008 0.057
H 0.029 -0.016 0.081
H 0.001 -0.008 -0.052
H 0.037 0.029 0.073
H -0.178 0.104 -0.029
H 0.089 0.025 0.069
H 0.238 -0.080 0.048
H -0.074 0.080 0.064
H 0.131 -0.013 -0.072
H -0.125 0.034 0.025
H -0.071 0.019 -0.055
H 0.055 -0.105 0.021
H -0.027 -0.016 -0.040

The value obtained for the calculated total energy is -1412.78036 Ha. The SMILES is CC[C@@H]1CCCCN1CCCNC(=O)Cn1nc(C)n2nc(-c3ccccc3)cc2c1=O. As for the net charge: 0. Its HOMO-LUMO gap is 0.297 hartree.


# 2
Entry from the Open Molecules 2025 dataset: 10 unconnected molecules or ions with the total composition C5H27NO10 at a distorted geometry (wB97M-V/def2-TZVPD).

Last column: Mulliken charge in e.
Element x y z (Å)
C  2.3413  1.9385  0.5217  0.28
N  2.1284  0.7324  1.1163  0.06
C  1.8063  0.2319  2.5176  -0.51
C  2.2775  -1.2829  2.5802  -0.53
C  2.4458  -1.6383  1.0989  -0.77
C  1.8472  -0.3984  0.2582  -0.35
O  2.2487  2.9104  1.1561  -0.56
H  2.5183  1.6817  -0.5778  0.23
H  2.2457  0.9091  3.2498  0.47
H  0.6866  0.2958  2.6544  0.09
H  1.4753  -1.9362  2.9199  0.31
H  3.2037  -1.4707  3.1001  0.24
H  2.1732  -2.6842  0.9036  0.39
H  3.5345  -1.6346  0.8549  0.34
H  0.7529  -0.5659  0.1138  -0.19
H  2.3930  -0.4539  -0.6528  0.47
H  -2.6689  -0.2819  0.9033  0.48
H  -3.7571  0.1141  1.9853  0.32
O  -3.4151  0.4713  1.1300  -0.75
H  -1.1469  2.6501  2.8622  0.30
H  -2.0153  1.7104  1.8376  0.37
O  -1.8739  2.6273  2.2260  -0.64
H  -2.4110  2.0547  -1.8342  0.27
H  -1.0031  1.9398  -2.0999  0.25
O  -1.7600  1.5411  -2.2219  -0.56
H  -1.2102  -2.1981  1.0206  0.26
H  -2.5370  -2.3178  0.3629  0.33
O  -2.0220  -1.8344  0.9681  -0.62
H  0.0823  -1.9100  -1.7362  0.32
H  0.9635  -2.8222  -2.5572  0.27
O  1.0227  -2.0142  -1.9929  -0.52
H  -0.6198  3.5732  0.2762  0.31
H  -2.0135  4.0508  0.0590  0.31
O  -1.2437  3.7626  -0.4436  -0.63
H  -1.2332  -1.0442  -3.6211  0.31
H  -1.4943  -0.4398  -2.2737  0.38
O  -1.6814  -1.2370  -2.7660  -0.63
H  2.6423  -0.7909  -3.0557  0.30
H  2.9515  0.7268  -3.2740  0.28
O  3.2007  -0.1193  -3.4102  -0.62
H  -3.3348  -1.8972  -2.0212  0.32
H  -3.8717  -1.0544  -0.9713  0.29
O  -3.6287  -1.8954  -1.1671  -0.66

Force components x, y, z for each atom (eV/Å):
C -0.649 -4.485 -0.492
N -0.311 -3.191 0.052
C -0.402 0.821 -0.436
C -0.995 1.098 -1.373
C 1.401 0.795 -0.770
C -0.089 -2.810 1.717
O 0.290 4.680 1.000
H 0.094 1.298 0.733
H 0.105 -0.163 -0.039
H 1.015 -0.159 -0.146
H 0.049 0.326 0.717
H 0.027 0.204 0.481
H -0.617 0.566 -0.405
H -0.615 0.142 0.138
H 0.593 0.370 -0.099
H 0.033 0.650 -0.911
H -2.404 2.189 0.797
H 0.248 0.497 -0.977
O 2.243 -2.664 0.161
H -0.191 -0.444 -0.290
H 0.138 1.431 0.839
O -0.058 -0.826 -0.499
H -1.785 1.614 1.333
H 6.041 3.592 1.183
O -4.105 -5.284 -2.405
H 4.224 -1.877 0.305
H -1.275 -0.977 -1.732
O -2.624 2.778 1.433
H 0.512 0.179 -0.319
H 0.266 0.873 0.579
O -0.663 -1.244 -0.581
H -0.147 -0.026 -0.259
H -0.093 -0.062 -0.015
O 0.271 0.081 0.260
H -0.555 -0.313 0.742
H -0.350 0.958 0.396
O 0.957 -0.494 -1.460
H -1.097 -0.114 0.638
H -1.778 3.809 0.968
O 2.751 -3.707 -1.539
H 1.420 0.025 -3.518
H -1.258 4.002 0.991
O -0.619 -4.139 2.802

The value obtained for the calculated total energy is -1013.79831 Ha. The SMILES is O=CN1CCCC1.O.O.O.O.O.O.O.O.O. As for the net charge: 0. Its HOMO-LUMO gap is 0.350 hartree.